# 1
Density functional theory data (the ωB97M-V functional and the def2-TZVPD basis) for the molecule C2H4N2O2S in a non-equilibrium geometry.

The geometry in XYZ format:
```
11
Properties=species:S:1:pos:R:3:forces:R:3
N -1.513 -1.065 0.300 1.196 2.061 -1.444
S -0.865 0.437 0.079 0.522 0.200 4.611
O -0.833 1.133 1.362 0.192 -0.666 -1.407
O -1.618 0.988 -0.982 -0.250 0.241 -1.431
C 0.853 0.135 -0.377 -2.753 -0.699 -3.822
C 1.771 1.241 -0.586 -0.926 0.354 -1.050
N 2.033 0.491 0.341 1.787 -1.349 2.938
H -1.351 -1.705 1.006 0.581 -0.901 1.724
H -2.280 -1.181 -0.282 -1.523 -0.533 -1.052
H 0.707 -0.682 -1.169 1.146 0.724 1.281
H 2.213 2.076 -1.070 0.029 0.569 -0.346
```
Positions in Å, forces in eV/Å.

Summary:
Relative energy (zero: lowest compared OMol25 entry of this formula, charge and spin): 3.502 eV
E_tot: -20045.9809 eV
Orbital gap: 11.21 eV
HOMO energy: -0.3889 hartree
SMILES string: NS(=O)(=O)[C@H]1C=N1

=====

# 2
Density functional theory data (the ωB97M-V functional and the def2-TZVPD basis) for the molecule C2H4N2O2S in a non-equilibrium geometry.

The geometry in XYZ format:
```
11
Properties=species:S:1:pos:R:3:forces:R:3
O -2.625 0.061 -0.199 0.158 -1.060 -0.162
C -1.635 -0.651 -0.219 -2.116 2.335 0.247
N -0.417 -0.034 -0.071 2.601 -0.880 -0.003
S -0.313 1.694 -0.133 -0.532 -0.374 0.256
C 0.772 -0.901 0.026 -0.913 2.761 -0.100
N 2.004 -0.632 -0.024 0.171 0.395 -0.438
O 2.457 0.659 -0.341 -2.109 1.091 1.233
H -1.745 -1.733 -0.326 0.756 -0.120 0.017
H -0.675 2.043 1.137 0.051 -0.472 -0.379
H 0.455 -1.882 0.198 0.006 -1.500 0.278
H 1.722 1.375 -0.048 1.926 -2.176 -0.950
```
Positions in Å, forces in eV/Å.

Summary:
Relative energy (zero: lowest compared OMol25 entry of this formula, charge and spin): 3.273 eV
E_tot: -20046.2102 eV
Orbital gap: 10.01 eV
HOMO energy: -0.3582 hartree
SMILES string: O=CN(S)/C=N\O

=====

# 3
Density functional theory data (the ωB97M-V functional and the def2-TZVPD basis) for a structure of composition C2H4N2O2Si in a non-equilibrium geometry.

The geometry in XYZ format:
```
11
Properties=species:S:1:pos:R:3:forces:R:3
C 0.102 -1.501 0.638 0.718 1.818 -1.376
C -0.590 1.092 1.562 -1.995 0.274 -1.816
N 0.459 1.170 -2.286 2.473 0.119 -0.544
N -0.038 0.916 -1.221 -1.102 -0.513 0.881
O 0.738 -2.191 1.364 0.092 -0.750 0.720
O -1.744 1.461 1.439 0.669 0.092 -0.408
Si 0.566 0.338 0.257 2.979 -0.587 4.294
H -0.740 -1.747 0.041 -1.539 -1.546 -0.280
H -0.257 0.921 2.529 1.173 -0.243 2.575
H -0.282 1.465 -2.859 -1.582 0.645 -1.805
H 2.073 0.187 1.373 -1.885 0.690 -2.241
```
Positions in Å, forces in eV/Å.

Summary:
Relative energy (zero: lowest compared OMol25 entry of this formula, charge and spin): 4.306 eV
E_tot: -17086.6300 eV
Orbital gap (alpha / beta): 8.52 / 8.52 eV
HOMO energy (alpha / beta): -0.3410 / -0.3410 hartree

=====

# 4
Density functional theory data (the ωB97M-V functional and the def2-TZVPD basis) for the molecule C2H4N2O3 in a non-equilibrium geometry.

The geometry in XYZ format:
```
11
Properties=species:S:1:pos:R:3:forces:R:3
O -1.584 -0.157 2.497 -1.923 0.942 0.261
N -1.723 0.699 1.370 0.080 -0.793 0.576
C -0.893 0.403 0.480 1.649 0.161 -1.439
O 0.088 -0.622 0.619 -0.788 1.369 -1.268
C 0.942 -0.664 -0.476 -0.543 -0.418 2.203
N 0.931 0.180 -1.389 -0.085 -0.029 -0.606
O 1.891 -0.202 -2.340 0.095 4.215 -2.138
H -2.450 0.054 2.953 1.594 -0.472 -0.492
H -0.806 1.015 -0.474 -0.391 -0.962 1.544
H 1.680 -1.441 -0.384 0.021 -0.406 -0.057
H 1.923 0.736 -2.856 0.291 -3.609 1.415
```
Positions in Å, forces in eV/Å.

Summary:
Relative energy (zero: lowest compared OMol25 entry of this formula, charge and spin): 5.491 eV
E_tot: -11257.0756 eV
Orbital gap: 10.42 eV
HOMO energy: -0.3537 hartree
SMILES string: O/N=C\O/C=N/O

=====

# 5
Density functional theory data (the ωB97M-V functional and the def2-TZVPD basis) for the ion C2H4N2O3S with charge -2 in a non-equilibrium geometry.

The geometry in XYZ format:
```
12
Properties=species:S:1:pos:R:3:forces:R:3
C 2.084 1.451 -0.802 -1.196 -0.006 0.671
S 2.144 -0.185 -0.127 3.934 -0.278 5.676
O 3.124 -0.158 1.539 -2.506 0.330 -4.660
O 2.881 -1.131 -0.992 -1.276 0.596 0.258
N 0.700 -0.669 0.536 0.835 1.558 -0.396
C -0.054 -1.637 0.111 -0.367 -1.077 -0.867
N -1.294 -1.820 0.787 -0.117 0.340 -0.610
O 0.064 -2.471 -0.809 0.438 -0.150 -0.628
H 0.969 1.575 -0.939 0.929 0.138 0.041
H 2.426 2.210 -0.025 -0.400 -1.308 -0.636
H -1.422 -1.523 1.729 0.119 -0.091 0.448
H -1.609 -2.712 0.440 -0.392 -0.051 0.703
```
Positions in Å, forces in eV/Å.

Summary:
Net charge: -2
Relative energy (zero: lowest compared OMol25 entry of this formula, charge and spin): 1.852 eV
E_tot: -22091.6518 eV
Orbital gap: 6.21 eV
HOMO energy: 0.0247 hartree
SMILES string: C=[S@](=O)([O-])/N=C(/N)[O-]

=====

# 6
Density functional theory data (the ωB97M-V functional and the def2-TZVPD basis) for the molecule C2H4N2O3S in a non-equilibrium geometry.

The geometry in XYZ format:
```
12
Properties=species:S:1:pos:R:3:forces:R:3
O 1.506 0.755 -0.366 0.153 0.143 -0.144
C 0.732 -0.093 0.066 -0.490 0.028 0.117
N 1.148 -1.179 0.688 -1.059 -1.686 0.808
O 2.496 -1.387 0.834 0.116 -0.005 0.011
C -0.781 0.053 -0.055 0.068 0.187 -0.104
S -1.929 -1.017 0.494 0.172 0.174 -0.102
N -1.058 1.184 -0.670 0.039 -0.835 0.423
O -2.328 1.577 -0.928 -0.002 0.486 -0.251
H 0.543 -1.951 1.072 0.864 1.442 -0.733
H 2.874 -0.598 0.406 0.094 0.111 -0.052
H -0.327 1.793 -0.988 0.187 0.316 -0.164
H -2.875 0.864 -0.554 -0.141 -0.360 0.191
```
Positions in Å, forces in eV/Å.

Summary:
Relative energy (zero: lowest compared OMol25 entry of this formula, charge and spin): 2.758 eV
E_tot: -22094.0825 eV
Orbital gap: 9.06 eV
HOMO energy: -0.3396 hartree
SMILES string: O=C(NO)C(=S)NO

=====

# 7
Density functional theory data (the ωB97M-V functional and the def2-TZVPD basis) for the molecule C2H4N2O3S.

The geometry in XYZ format:
```
12
Properties=species:S:1:pos:R:3:forces:R:3
O 1.037 -1.359 0.001 0.297 -0.948 -0.028
C 0.713 -0.187 0.000 0.172 0.916 0.065
N 1.605 0.799 0.005 -0.541 0.711 -0.020
O 2.940 0.483 -0.003 0.142 -0.128 0.004
C -0.727 0.243 0.003 -0.772 0.192 -0.057
S -1.304 1.809 -0.001 0.153 -0.374 0.016
N -1.512 -0.815 -0.003 0.344 0.433 0.028
O -2.867 -0.742 0.001 -0.072 -0.198 -0.006
H 1.372 1.798 0.003 0.195 -0.793 -0.005
H 2.932 -0.496 -0.005 -0.063 0.127 0.003
H -1.134 -1.749 0.000 0.046 -0.210 -0.001
H -3.055 0.216 -0.003 0.099 0.273 0.000
```
Positions in Å, forces in eV/Å.

Summary:
Relative energy (zero: lowest compared OMol25 entry of this formula, charge and spin): 2.725 eV
E_tot: -22094.1156 eV
Orbital gap: 8.98 eV
HOMO energy: -0.3391 hartree
SMILES string: O=C(NO)C(=S)NO

=====

# 8
Density functional theory data (the ωB97M-V functional and the def2-TZVPD basis) for the molecule C2H4N2OS in a non-equilibrium geometry.

The geometry in XYZ format:
```
10
Properties=species:S:1:pos:R:3:forces:R:3
C -0.703 0.238 1.275 -11.172 -0.655 4.054
C -0.569 0.584 -0.855 1.378 2.051 -1.453
N -1.381 0.373 0.236 -2.046 0.418 -0.529
N 1.877 -1.179 -0.655 1.290 2.578 0.597
O 0.456 0.125 1.360 12.355 -0.648 0.457
S 1.338 0.166 -0.218 -1.693 -0.872 -1.493
H -1.185 0.036 2.355 0.289 0.650 -2.409
H -0.916 0.074 -1.751 0.564 -0.596 -0.016
H -0.543 1.699 -1.187 0.332 -1.561 0.802
H 1.627 -2.116 -0.560 -1.297 -1.364 -0.011
```
Positions in Å, forces in eV/Å.

Summary:
Relative energy (zero: lowest compared OMol25 entry of this formula, charge and spin): 4.714 eV
E_tot: -17997.9454 eV
Orbital gap: 9.47 eV
HOMO energy: -0.3252 hartree

=====

# 9
Density functional theory data (the ωB97M-V functional and the def2-TZVPD basis) for the molecule C2H4N2OS in a non-equilibrium geometry.

The geometry in XYZ format:
```
10
Properties=species:S:1:pos:R:3:forces:R:3
H 0.165 -1.596 0.952 -0.164 0.158 -0.125
N -0.804 -1.287 0.892 -0.012 1.225 -0.482
C -0.954 -0.226 0.201 -1.112 -1.250 0.092
N -2.241 0.280 -0.110 -0.262 0.933 1.230
S 0.204 0.712 -0.779 0.101 0.127 -0.063
C 1.749 0.255 -0.101 0.474 0.047 0.761
O 1.984 -0.636 0.676 -0.052 0.249 -0.433
H -2.311 1.330 -0.063 0.187 -1.621 -0.125
H -2.958 -0.150 0.509 0.795 0.359 -0.682
H 2.521 0.982 -0.414 0.044 -0.227 -0.174
```
Positions in Å, forces in eV/Å.

Summary:
Relative energy (zero: lowest compared OMol25 entry of this formula, charge and spin): 1.317 eV
E_tot: -18001.3426 eV
Orbital gap: 10.37 eV
HOMO energy: -0.3628 hartree
SMILES string: [H]/N=C(/N)SC=O

=====

# 10
Density functional theory data (the ωB97M-V functional and the def2-TZVPD basis) for a structure of composition C2H4N2OS in a non-equilibrium geometry.

The geometry in XYZ format:
```
10
Properties=species:S:1:pos:R:3:forces:R:3
C -0.879 -0.427 -0.118 -2.381 1.617 1.886
C 0.060 0.252 0.910 1.564 -2.112 -2.773
N -0.104 -0.993 -1.109 0.253 -1.654 -2.233
N 1.084 -0.790 -1.171 0.620 -0.777 -1.114
O 1.180 1.981 -1.346 0.850 -2.577 2.269
S 1.707 0.276 0.009 -2.078 3.531 -0.588
H -1.347 -1.279 0.464 -0.063 0.980 -1.065
H -1.694 0.235 -0.655 1.607 -1.234 1.297
H -0.139 1.152 1.306 -0.947 3.507 0.754
H 0.133 -0.407 1.709 0.575 -1.280 1.567
```
Positions in Å, forces in eV/Å.

Summary:
Relative energy (zero: lowest compared OMol25 entry of this formula, charge and spin): 7.572 eV
E_tot: -17995.0870 eV
Orbital gap (alpha / beta): 8.49 / 8.42 eV
HOMO energy (alpha / beta): -0.3591 / -0.3581 hartree

=====

# 11
Density functional theory data (the ωB97M-V functional and the def2-TZVPD basis) for a structure of composition C2H4N2OS in a non-equilibrium geometry.

The geometry in XYZ format:
```
10
Properties=species:S:1:pos:R:3:forces:R:3
C -1.745 1.029 -0.701 2.575 4.832 -2.251
C 1.505 -0.463 1.042 1.915 -1.550 5.067
H -3.484 0.321 -0.386 0.083 0.029 -0.489
H -2.081 1.979 -1.398 0.822 -2.022 1.868
H 0.182 2.065 -0.851 -0.282 -1.897 0.147
H 1.803 0.679 1.676 -1.159 -2.903 -2.317
N -2.490 0.158 -0.291 -0.051 -1.497 1.357
N -0.193 1.143 -0.507 -3.533 0.446 -0.329
O 1.896 -1.507 1.697 -2.206 5.031 -4.369
S 0.540 -0.344 -0.567 1.837 -0.469 1.316
```
Positions in Å, forces in eV/Å.

Summary:
Relative energy (zero: lowest compared OMol25 entry of this formula, charge and spin): 4.086 eV
E_tot: -17998.5730 eV
Orbital gap: 9.87 eV
HOMO energy: -0.3438 hartree

=====

# 12
Density functional theory data (the ωB97M-V functional and the def2-TZVPD basis) for the molecule C2H4N2OS in a non-equilibrium geometry.

The geometry in XYZ format:
```
10
Properties=species:S:1:pos:R:3:forces:R:3
H 2.625 0.209 -0.042 0.596 0.304 -0.324
N 2.011 -0.218 0.619 1.126 -0.909 0.837
C 0.841 -0.134 0.230 -1.122 0.990 0.107
N 0.363 0.661 -0.824 -0.217 -0.066 0.663
S -1.196 0.178 -1.257 -1.038 -0.460 -0.974
C -1.462 -0.331 0.446 0.497 0.732 0.048
O -0.187 -0.661 0.986 0.433 -0.049 -1.186
H 0.947 0.954 -1.592 0.266 -0.285 0.287
H -1.822 0.533 0.997 -0.383 -0.186 0.235
H -2.119 -1.189 0.437 -0.158 -0.071 0.309
```
Positions in Å, forces in eV/Å.

Summary:
Relative energy (zero: lowest compared OMol25 entry of this formula, charge and spin): 2.055 eV
E_tot: -18000.6043 eV
Orbital gap: 8.91 eV
HOMO energy: -0.3117 hartree
SMILES string: [H]/N=C1\NSCO1